Density functional theory data (wB97M-V/def2-TZVPD) for a molecular structure, C25H36Ge2IrNO11P2.

electronic energy: -6797.5556 a.u.
net charge: +1
2S+1: 2
⟨S²⟩: 0.76
F_max: 0.70 eV/Å
highest occupied orbital energy (spin up / spin down): -11.34 / -11.34 eV
ΔE to the lowest compared entry with this formula, charge and spin: 0.0000 eV
HOMO-LUMO gap (spin up / spin down): 0.27809 / 0.23366 Ha

Structure (XYZ):
```
78
Properties=species:S:1:pos:R:3:forces:R:3
Ir -0.003700 0.081321 -0.695171 0.4 0.2 -0.2
O -2.582420 -0.103610 -3.625813 0.0 0.0 0.0
C -2.022296 0.017963 -2.582346 -0.1 0.1 0.1
O -0.744899 0.460288 -2.456593 -0.4 -0.3 0.2
C -2.697392 -0.286239 -1.252377 0.0 0.0 0.1
C -3.988431 -0.726378 -1.029167 0.1 0.0 0.0
C -4.343986 -1.072791 0.271932 0.0 0.0 0.1
C -3.421402 -1.006457 1.316355 -0.1 0.0 -0.1
C -2.155184 -0.542681 1.019915 -0.1 0.0 0.0
N -1.872739 -0.176466 -0.218519 0.2 -0.1 -0.1
C -0.993947 -0.450563 1.967802 0.3 0.3 -0.2
O -1.032650 -0.853469 3.081353 0.0 0.0 0.1
O 0.121278 0.172250 1.404603 -0.5 -0.5 0.1
H -4.675189 -0.820600 -1.858487 0.0 0.0 0.0
H -5.345380 -1.428419 0.472223 0.0 0.0 0.0
H -3.667375 -1.315409 2.322152 0.0 0.0 0.0
C -2.799829 3.062407 0.751397 0.0 0.0 0.0
C -2.086982 3.097327 -0.599544 0.0 0.0 0.0
Ge -0.199845 2.569449 -0.520428 0.1 0.0 0.1
C 0.865979 3.242949 -2.009256 0.1 0.1 0.0
C 0.789457 4.769209 -2.116466 0.0 0.0 0.0
C 0.574376 3.301819 1.120561 0.2 -0.3 0.1
C 1.352452 2.824450 2.107264 -0.2 0.2 -0.2
Ge 1.639761 0.923569 2.462579 -0.2 0.0 -0.1
C 1.428103 0.214104 4.262766 -0.1 0.0 0.1
C 0.362882 0.844204 5.163311 0.0 0.0 0.0
C 3.259526 0.407370 1.542037 0.2 0.1 0.1
C 4.465894 0.810421 2.411860 0.0 0.0 -0.1
C 2.226367 3.753911 2.880369 0.1 0.0 0.0
C 2.599763 3.510049 4.202001 0.0 0.0 0.0
C 3.444365 4.374515 4.881635 0.0 0.0 0.0
C 3.952078 5.496576 4.245234 0.0 0.0 0.0
C 3.622343 5.734817 2.918405 0.0 0.0 0.0
C 2.778812 4.869638 2.242333 0.0 0.0 0.0
H -3.823472 3.428669 0.666265 0.0 0.0 0.0
H -2.286451 3.681965 1.487436 0.0 0.0 0.0
H -2.850282 2.052500 1.163573 0.0 0.0 0.0
H -2.060361 4.123958 -0.978296 0.0 0.0 0.0
H -2.628107 2.526251 -1.355869 0.1 0.0 0.0
H 0.519719 2.763503 -2.925092 0.0 0.0 0.0
H 1.893248 2.913980 -1.840693 0.0 0.0 0.0
H -0.222229 5.106867 -2.345031 0.0 0.0 0.0
H 1.439541 5.131544 -2.913130 0.0 0.0 0.0
H 1.103488 5.260595 -1.193529 0.0 0.0 0.0
H 0.527884 4.393155 1.067334 0.0 0.0 -0.1
H 2.420474 0.290802 4.715960 0.0 0.0 0.0
H 1.227037 -0.850410 4.145334 0.1 0.0 0.0
H 0.500682 1.913985 5.308653 0.0 0.0 0.0
H 0.388860 0.374630 6.146793 0.0 0.0 0.0
H -0.636748 0.696001 4.761848 0.0 0.0 0.0
H 3.273732 0.952645 0.597676 0.0 -0.1 0.0
H 3.303392 -0.651173 1.320922 -0.2 -0.1 0.1
H 4.510690 1.887939 2.578353 0.0 0.0 0.0
H 5.392141 0.516673 1.917799 0.0 0.0 0.0
H 4.449280 0.314999 3.383545 0.0 0.0 0.0
H 2.234038 2.635907 4.720966 0.0 0.0 0.0
H 3.706326 4.167450 5.910812 0.0 0.0 0.0
H 4.614091 6.169690 4.772889 0.0 0.0 0.0
H 4.039135 6.588280 2.400100 0.0 0.0 0.0
H 2.573067 5.042440 1.193690 0.0 0.0 0.0
C 1.021286 -2.130600 -3.822575 0.0 0.0 0.0
C 1.794649 -2.468270 -2.555510 0.0 0.0 0.0
O 2.689616 -3.514392 -2.890153 0.0 0.0 0.0
P 2.778281 -1.033066 -1.980457 0.1 -0.1 0.1
O 3.789874 -1.603999 -0.925976 0.0 0.0 0.0
O 3.767665 -0.548981 -3.100450 0.0 0.0 0.0
O 1.929818 0.128173 -1.495634 -0.1 0.2 -0.1
P 0.694339 -2.848822 -1.093652 0.0 0.1 -0.1
O 0.756237 -4.429577 -0.931374 0.0 0.0 0.0
O -0.679053 -2.325622 -1.390617 0.1 0.1 0.0
O 1.384572 -2.212099 0.091725 0.0 0.0 0.1
H 1.729302 -2.037320 -4.647493 0.0 0.0 0.0
H 0.449481 -1.209865 -3.722878 0.0 0.0 0.0
H 0.330500 -2.938375 -4.059352 0.0 0.0 0.0
H 3.032449 -3.944364 -2.097571 0.0 0.0 0.0
H 3.231339 -2.001835 -0.218166 0.0 0.0 0.0
H 3.395243 0.080095 -3.730722 0.0 0.0 0.0
H 0.059233 -4.904546 -1.400074 0.0 0.0 0.0
```
Forces are in eV/Å.